Model i:
11
Properties=species:S:1:pos:R:3:nbo_charge:R:1 method="wB97M-V/def2-TZVPD" charge=+1 lumo_ev="-7.3 / -7.3" homo_lumo_gap_ev="9.6866 / 9.6859" spin_multiplicity=1
C -0.759 -0.072 -0.072 -0.722
C 0.565 0.179 0.311 0.557
O 4.725 -0.785 -0.750 -0.050
O 1.468 0.489 -0.529 -0.543
O 3.883 0.699 0.630 -0.207
O 4.845 -0.011 0.216 0.352
H -0.714 -1.127 0.084 0.308
H -0.935 0.278 -1.019 0.272
H -1.519 0.220 0.591 0.300
H 0.977 -0.125 1.309 0.204
H 2.469 0.461 -0.268 0.528



Model ii:
11
Properties=species:S:1:pos:R:3:nbo_charge:R:1 method="wB97M-V/def2-TZVPD" charge=+1 lumo_ev="-9.6 / -9.6" homo_lumo_gap_ev="7.0741 / 7.0874" spin_multiplicity=1
C -0.384 -0.591 0.222 -0.656
C -0.023 0.924 0.144 0.385
O -0.278 1.653 3.567 0.163
O 1.240 1.352 0.421 -0.668
O -0.821 1.453 1.368 -0.072
O 0.100 1.649 2.420 0.362
H 0.483 -1.099 0.519 0.248
H -0.720 -0.931 -0.694 0.250
H -1.124 -0.805 0.936 0.252
H -0.511 1.288 -0.715 0.214
H 1.725 1.333 -0.402 0.522



Least stable of them? model ii.



Model i:
10
Properties=species:S:1:pos:R:3:nbo_charge:R:1 method="wB97M-V/def2-TZVPD" charge=0 lumo_ev=0.7 smiles="O=c1[nH]cc(F)[nH]1" homo_lumo_gap_ev=9.1740 spin_multiplicity=1
O -2.307 -0.752 -0.008 -0.626
C -1.115 -0.439 -0.004 0.739
N -0.773 0.896 -0.208 -0.596
C 0.657 0.970 -0.021 -0.204
C 1.156 -0.269 -0.050 0.505
F 2.362 -0.640 -0.014 -0.265
N 0.055 -1.155 -0.130 -0.632
H -1.451 1.618 0.422 0.425
H 1.261 1.906 0.004 0.228
H 0.155 -2.136 0.007 0.425



Model ii:
10
Properties=species:S:1:pos:R:3:nbo_charge:R:1 method="wB97M-V/def2-TZVPD" charge=0 lumo_ev=-0.7 homo_lumo_gap_ev=9.5809 spin_multiplicity=1
C -0.081 0.874 -0.104 -0.413
C -1.321 0.304 0.021 -0.015
C 0.712 -0.306 -0.045 0.478
N 0.067 -1.412 0.080 -0.322
N -1.211 -1.000 0.211 -0.330
O 2.794 -0.286 -0.173 -0.153
F 2.981 1.008 0.222 -0.165
H 0.318 1.884 -0.227 0.271
H -2.360 0.656 0.020 0.227
H -1.900 -1.721 -0.005 0.420



Least stable of them? model ii.



Model i:
8
Properties=species:S:1:pos:R:3:nbo_charge:R:1 method="wB97M-V/def2-TZVPD" charge=-1 lumo_ev=4.0 homo_lumo_gap_ev=8.5096 spin_multiplicity=1
C -0.482 -0.179 0.729 0.198
O 0.353 0.529 -1.568 -0.994
O -0.647 1.150 0.754 -0.730
O -1.368 -0.905 -0.035 -0.712
S 0.837 0.656 -0.167 1.311
Cl 2.965 -0.264 -0.673 -0.701
H -0.154 -0.729 1.710 0.136
H -1.504 -0.258 -0.750 0.493



Model ii:
8
Properties=species:S:1:pos:R:3:nbo_charge:R:1 method="wB97M-V/def2-TZVPD" charge=-1 lumo_ev=3.9 homo_lumo_gap_ev=8.9588 spin_multiplicity=1
C -0.450 0.161 1.192 0.209
O -4.049 0.455 -1.337 -0.947
O -4.141 -0.143 0.978 -0.949
O -0.237 1.145 0.538 -0.646
S -3.376 0.515 -0.028 1.646
Cl -1.595 -1.158 -0.303 -0.552
H 0.373 -0.601 1.181 0.127
H -1.411 0.197 1.981 0.112



Least stable of them? model i.



Model i:
10
Properties=species:S:1:pos:R:3:nbo_charge:R:1 method="wB97M-V/def2-TZVPD" charge=0 lumo_ev="-1.8 / -1.5" homo_lumo_gap_ev="8.8313 / 7.3291" spin_multiplicity=1
C 0.718 -1.727 -0.002 -0.262
N 0.907 -2.845 -0.146 -0.192
N -1.206 0.219 -0.980 -1.286
N 1.080 1.325 0.186 0.182
O 2.246 1.289 0.533 -0.346
O 0.545 2.338 -0.241 -0.366
Si 0.049 -0.099 0.128 1.539
H -1.894 0.947 -0.689 0.435
H -1.592 -0.616 -1.430 0.421
H -0.852 -0.832 2.641 -0.124



Model ii:
10
Properties=species:S:1:pos:R:3:nbo_charge:R:1 method="wB97M-V/def2-TZVPD" charge=0 lumo_ev=-0.8 homo_lumo_gap_ev=9.9544 spin_multiplicity=1
C 0.655 1.859 -0.080 -0.219
N 1.212 2.782 0.340 -0.214
N -1.303 -0.032 0.685 -1.289
N 0.953 -1.321 -0.252 0.258
O 2.098 -1.390 -0.677 -0.357
O 0.316 -2.223 0.259 -0.372
Si -0.095 0.233 -0.491 1.487
H -1.070 -0.735 1.300 0.412
H -1.772 0.745 1.050 0.404
H -0.994 0.081 -2.135 -0.112



Least stable of them? model i.